Record 1
97
Properties=species:S:1:pos:R:3:mulliken_charge:R:1 method="wB97M-V/def2-TZVPD" multiplicity=2 homo_energy_ev="-8.36 / -9.53" charge=0 gap_ev="8.339 / 9.506"
C 4.396 1.004 1.336 -1.570
C 3.295 1.030 0.270 1.916
Cl 4.098 1.447 -1.297 -0.058
C 2.274 2.131 0.623 -2.024
C 0.792 1.789 0.374 1.964
C 0.179 1.218 1.649 -1.747
C 0.012 3.062 0.002 -1.736
N 0.675 0.857 -0.775 1.048
O 0.886 1.443 -1.899 -0.613
C 1.334 -0.482 -0.637 1.560
C 0.431 -1.513 0.053 -0.796
C 1.626 -1.031 -2.036 -1.722
C 2.674 -0.361 0.139 -2.350
H 4.086 0.387 2.179 0.204
H 5.302 0.559 0.928 0.428
H 4.629 2.008 1.684 0.421
H 2.382 2.337 1.689 0.360
H 2.543 3.039 0.092 0.470
H 0.204 1.975 2.428 0.676
H -0.861 0.927 1.490 0.374
H 0.724 0.350 2.022 -0.031
H -0.863 2.806 -0.590 0.325
H -0.333 3.561 0.913 0.417
H 0.623 3.764 -0.556 0.365
H -0.340 -1.855 -0.633 0.239
H 1.056 -2.362 0.311 -0.391
H -0.046 -1.151 0.958 0.240
H 2.437 -0.492 -2.517 0.301
H 0.735 -1.018 -2.658 0.253
H 1.932 -2.072 -1.917 0.556
H 2.581 -0.795 1.137 0.259
H 3.391 -0.984 -0.396 0.833
C 0.823 -1.023 5.370 0.201
Cl 2.288 -1.004 4.372 -0.074
Cl 1.245 -1.418 7.033 -0.056
Cl 0.062 0.569 5.342 0.002
Cl -0.292 -2.234 4.730 -0.092
C -3.454 -1.095 -2.465 0.252
Cl -1.903 -0.312 -2.183 -0.001
Cl -4.732 0.107 -2.669 -0.109
Cl -3.321 -2.103 -3.903 -0.081
Cl -3.834 -2.126 -1.077 -0.091
C 3.708 -4.351 8.484 0.300
Cl 3.702 -3.921 6.770 -0.004
Cl 2.044 -4.536 9.044 -0.102
Cl 4.580 -5.868 8.709 -0.109
Cl 4.500 -3.068 9.403 -0.095
C -1.964 4.165 5.625 0.279
Cl -2.965 3.529 6.935 -0.037
Cl -2.305 5.879 5.398 -0.069
Cl -0.260 3.951 6.040 -0.111
Cl -2.320 3.282 4.140 -0.076
C 2.701 -5.662 2.363 0.151
Cl 4.166 -5.945 1.415 -0.114
Cl 1.782 -7.163 2.523 -0.101
Cl 3.155 -5.090 3.972 -0.012
Cl 1.709 -4.461 1.533 0.031
C -3.685 0.054 -7.897 0.289
Cl -2.239 -0.957 -7.789 -0.114
Cl -3.222 1.705 -8.308 -0.078
Cl -4.757 -0.584 -9.148 -0.072
Cl -4.517 0.041 -6.340 -0.020
C 5.641 1.920 -5.115 0.299
Cl 6.396 0.323 -5.226 -0.104
Cl 3.885 1.735 -5.099 -0.022
Cl 6.155 2.712 -3.625 -0.113
Cl 6.122 2.887 -6.510 -0.079
C -1.879 -5.742 -1.369 0.241
Cl -1.043 -7.294 -1.266 -0.084
Cl -3.613 -6.014 -1.555 -0.093
Cl -1.577 -4.823 0.112 -0.045
Cl -1.273 -4.838 -2.757 -0.030
C 3.971 1.273 -10.236 0.335
Cl 4.644 0.659 -8.727 -0.024
Cl 5.273 1.916 -11.243 -0.106
Cl 3.150 -0.031 -11.100 -0.102
Cl 2.815 2.561 -9.879 -0.100
C 1.586 -7.555 -4.747 0.300
Cl 1.957 -6.166 -3.722 -0.033
Cl 2.399 -7.369 -6.304 -0.102
Cl 2.152 -9.031 -3.958 -0.099
Cl -0.157 -7.659 -5.005 -0.081
C -7.087 3.038 -9.650 0.324
Cl -6.672 2.533 -8.011 -0.048
Cl -5.645 3.635 -10.475 -0.088
Cl -7.744 1.661 -10.540 -0.093
Cl -8.297 4.324 -9.581 -0.107
C -3.158 7.038 9.510 0.304
Cl -4.025 7.616 8.082 -0.092
Cl -1.610 6.341 9.027 -0.065
Cl -2.883 8.388 10.613 -0.102
Cl -4.125 5.798 10.309 -0.043
C -7.782 3.646 9.249 0.342
Cl -6.824 3.321 10.700 -0.105
Cl -6.817 4.579 8.103 -0.054
Cl -8.257 2.115 8.510 -0.096
Cl -9.224 4.561 9.692 -0.096



Record 2
16
Properties=species:S:1:pos:R:3:mulliken_charge:R:1 method="wB97M-V/def2-TZVPD" multiplicity=1 e_above_lowest_kj_mol=603.3 homo_energy_ev=-8.16 charge=0 gap_ev=8.663
C 0.296 0.365 0.768 0.578
C 1.205 1.140 1.213 -0.955
C 0.768 0.279 -2.676 -0.701
C -1.631 -0.583 1.943 -0.819
N -0.400 -1.258 -1.226 -0.240
N -0.764 -1.600 -0.100 -0.544
N 0.384 -0.279 -1.435 0.140
N -0.525 -0.599 0.977 0.306
H 1.603 1.087 2.206 0.257
H 1.761 1.843 0.747 0.309
H 1.447 1.198 -2.325 0.224
H 1.393 -0.372 -3.270 0.263
H -0.023 0.591 -3.446 0.266
H -1.998 0.427 1.980 0.307
H -2.348 -1.399 1.711 0.331
H -1.165 -0.840 2.932 0.278



Record 3
18
Properties=species:S:1:pos:R:3:mulliken_charge:R:1 method="wB97M-V/def2-TZVPD" multiplicity=1 e_above_lowest_kj_mol=13.3 homo_energy_ev=-9.55 charge=0 gap_ev=10.454
C -2.310 -0.282 -0.684 -1.130
C -1.487 0.813 -0.013 -0.325
C -0.597 0.294 1.119 -0.734
N 0.524 -0.507 0.632 -0.185
C 1.600 0.180 0.144 0.588
O 1.630 1.401 0.203 -0.614
C 2.782 -0.523 -0.499 -0.955
H -2.926 0.121 -1.494 0.334
H -1.663 -1.055 -1.114 0.297
H -2.982 -0.766 0.037 0.299
H -0.838 1.311 -0.742 0.289
H -2.152 1.587 0.389 0.307
H -0.154 1.143 1.645 0.297
H -1.179 -0.292 1.840 0.428
H 0.439 -1.510 0.566 0.249
H 2.835 -0.150 -1.526 0.259
H 2.801 -1.616 -0.512 0.323
H 3.675 -0.148 0.009 0.272



Record 4
162
Properties=species:S:1:pos:R:3:mulliken_charge:R:1 method="wB97M-V/def2-TZVPD" multiplicity=1 homo_energy_ev=-10.47 charge=+1 gap_ev=6.511
C -4.029 5.127 -1.280 -0.843
O -3.048 4.091 -1.356 -0.223
C -3.105 3.281 -2.482 -1.336
N -2.937 1.866 -2.084 0.550
C -3.867 1.180 -1.499 1.298
C -5.153 1.858 -1.137 -1.324
Br -5.242 2.496 0.635 -0.047
C -6.151 2.093 -1.992 0.373
C -6.189 1.674 -3.434 -0.885
Br -7.677 3.027 -1.438 -0.049
C -3.394 -0.227 -1.225 -0.780
I -2.846 -0.123 0.921 0.263
C -4.403 -1.406 -1.313 -0.780
N -5.703 -1.016 -1.833 -0.277
C -2.115 -0.371 -2.119 1.103
C -1.026 -1.241 -1.477 -3.086
O -1.612 -2.471 -1.068 -0.161
C -0.667 -3.386 -0.587 0.707
C -0.281 -3.218 0.847 -0.604
O -0.258 -4.209 -1.326 -0.532
N -2.399 -0.884 -3.489 2.009
C -1.997 -2.260 -3.865 -1.538
C -3.591 -0.486 -4.137 0.477
C -4.571 -1.513 -4.631 -1.810
O -3.776 0.682 -4.353 -0.462
C -1.638 1.143 -2.274 0.480
C -0.923 1.483 -3.592 -1.915
C 0.442 0.768 -3.786 -0.778
C 0.482 -0.132 -5.030 -0.908
C 1.615 -1.141 -4.976 -0.763
O 2.833 -0.433 -4.814 -0.523
P -0.485 1.793 -0.868 -0.477
P 0.567 3.600 -1.416 1.701
O 0.859 4.235 -0.119 -0.777
O 1.856 3.180 -2.244 -0.605
O -0.200 4.563 -2.428 -0.472
H -4.242 5.301 -0.226 0.307
H -3.645 6.049 -1.726 0.320
H -4.957 4.830 -1.781 0.349
H -2.301 3.509 -3.178 0.580
H -4.057 3.370 -3.012 0.631
H -6.002 0.602 -3.500 -0.146
H -7.162 1.894 -3.869 0.678
H -5.438 2.196 -4.033 0.236
H -3.955 -2.152 -1.971 -0.002
H -4.469 -1.892 -0.337 0.526
H -6.318 -0.695 -1.095 0.293
H -6.150 -1.794 -2.302 0.295
H -0.574 -0.731 -0.625 1.134
H -0.226 -1.426 -2.197 0.892
H -1.052 -2.708 1.422 0.200
H 0.649 -2.642 0.910 0.303
H -0.110 -4.215 1.261 -0.037
H -0.915 -2.366 -3.819 0.429
H -2.452 -3.054 -3.273 0.238
H -2.274 -2.407 -4.909 0.410
H -4.377 -1.680 -5.697 0.389
H -5.572 -1.093 -4.545 0.456
H -4.498 -2.482 -4.140 0.438
H -0.767 2.560 -3.658 1.057
H -1.571 1.234 -4.433 0.423
H 0.732 0.204 -2.894 0.375
H 1.188 1.542 -3.951 0.715
H -0.478 -0.615 -5.223 0.327
H 0.679 0.514 -5.895 0.572
H 1.641 -1.703 -5.919 0.361
H 1.473 -1.875 -4.169 0.331
H 3.418 -0.898 -4.198 0.303
H -1.406 2.362 0.014 0.016
H 2.368 2.521 -1.747 0.190
H -0.433 5.375 -1.946 0.310
C -0.942 -8.289 0.720 -0.635
C 0.336 -8.518 1.528 -0.570
C 0.749 -7.091 1.862 -0.437
O -0.464 -6.341 1.970 -0.316
C -1.561 -7.111 1.458 -0.128
H -1.602 -9.155 0.691 0.362
H -0.694 -8.012 -0.307 0.271
H 0.108 -9.071 2.441 0.263
H 1.107 -9.059 0.983 0.356
H 1.364 -6.661 1.064 0.262
H 1.294 -7.011 2.803 0.296
H -2.174 -7.446 2.300 0.099
H -2.167 -6.471 0.813 0.206
C -2.963 -5.531 6.124 -0.501
C -3.788 -6.652 6.754 -0.605
C -3.928 -7.622 5.586 -0.475
O -2.742 -7.480 4.807 -0.429
C -2.017 -6.314 5.226 0.683
H -2.430 -4.916 6.848 0.278
H -3.608 -4.880 5.528 0.278
H -3.229 -7.116 7.568 0.235
H -4.751 -6.324 7.144 0.353
H -4.798 -7.372 4.968 0.275
H -4.019 -8.662 5.902 0.271
H -1.129 -6.624 5.780 -0.351
H -1.698 -5.763 4.340 -0.004
C 4.415 5.697 -2.337 -0.255
C 5.377 6.684 -2.998 -0.654
C 4.585 7.104 -4.230 -0.497
O 3.207 7.039 -3.859 -0.445
C 3.069 6.353 -2.615 0.724
H 4.597 5.550 -1.273 0.319
H 4.472 4.725 -2.834 0.147
H 5.545 7.541 -2.343 0.281
H 6.345 6.253 -3.249 0.370
H 4.762 6.419 -5.066 0.279
H 4.813 8.118 -4.561 0.325
H 2.820 7.081 -1.838 -0.360
H 2.250 5.640 -2.693 -0.246
C 3.150 3.199 3.415 -0.676
C 3.858 3.717 2.163 -0.440
C 3.867 2.475 1.282 0.257
O 2.691 1.738 1.618 -0.371
C 2.107 2.269 2.810 -0.337
H 2.706 3.987 4.021 0.346
H 3.846 2.637 4.041 0.284
H 3.265 4.504 1.695 0.088
H 4.859 4.103 2.352 0.440
H 4.746 1.851 1.476 0.162
H 3.845 2.720 0.216 -0.220
H 1.199 2.821 2.542 0.181
H 1.835 1.441 3.465 0.322
C 1.555 -5.851 9.556 -0.551
C 2.274 -6.928 8.744 -0.587
C 1.232 -7.259 7.684 -0.407
O 0.503 -6.051 7.451 -0.297
C 0.812 -5.092 8.464 -0.505
H 2.225 -5.212 10.129 0.338
H 0.847 -6.311 10.248 0.278
H 3.171 -6.514 8.280 0.271
H 2.566 -7.798 9.331 0.333
H 0.539 -8.030 8.037 0.276
H 1.668 -7.594 6.742 0.280
H 1.441 -4.307 8.030 0.278
H -0.116 -4.637 8.813 0.272
C 0.872 8.550 -0.472 0.116
C 1.126 10.009 -0.845 -0.680
C -0.280 10.591 -0.766 -0.442
O -0.966 9.844 0.243 -0.428
C -0.208 8.688 0.593 -0.327
H 1.754 8.027 -0.105 0.263
H 0.488 8.005 -1.339 -0.057
H 1.775 10.477 -0.103 0.330
H 1.580 10.138 -1.827 0.334
H -0.810 10.472 -1.717 0.249
H -0.295 11.646 -0.493 0.310
H 0.232 8.833 1.585 0.270
H -0.879 7.828 0.641 0.152
C 6.328 0.149 -0.873 -0.168
C 6.777 -1.304 -1.018 -0.711
C 5.563 -1.935 -1.686 -0.522
O 4.978 -0.907 -2.494 -0.347
C 5.550 0.361 -2.165 0.139
H 7.151 0.853 -0.761 0.451
H 5.667 0.253 -0.010 -0.062
H 7.647 -1.367 -1.674 0.282
H 7.027 -1.782 -0.073 0.373
H 4.828 -2.266 -0.946 0.268
H 5.816 -2.782 -2.325 0.331
H 6.209 0.676 -2.980 0.307
H 4.748 1.096 -2.070 -0.372